[1]
9 unconnected molecules or ions with the total composition H17O8, computed with the ωB97M-V functional and the def2-TZVPD basis.

Values from the calculation:
Total charge   +1
Energy above the lowest of the compared OMol25 structures with the same formula, charge and spin   263.5 kcal per mole
HOMO level   -13.8 eV

CARTESIAN COORDINATES (ANGSTROEM)
O  -4.19  -0.04  0.85
H  3.99  1.73  -1.51
H  -3.73  -0.10  1.75
H  -3.82  0.85  0.70
O  -3.35  2.42  -0.59
H  -2.52  2.40  -0.07
H  -3.01  1.98  -1.37
O  0.35  -2.33  0.25
H  0.19  -3.13  0.62
H  1.34  -2.25  -0.19
O  -0.95  0.84  -1.72
H  -0.15  1.34  -1.80
H  -0.67  -0.12  -1.83
O  3.64  2.08  -0.76
H  3.87  3.00  -1.04
H  -0.07  4.53  -1.25
O  1.10  0.94  0.83
H  0.72  0.06  1.06
H  2.01  0.66  0.48
O  -1.85  -3.51  0.55
H  -2.84  -3.57  0.74
H  -1.67  -2.59  0.58
O  3.78  -1.37  1.36
H  3.22  -2.22  1.35
H  4.62  -1.61  1.01

***

[2]
9 unconnected molecules or ions with the total composition H17O9, computed with the ωB97M-V functional and the def2-TZVPD basis.

Values from the calculation:
Total charge   -1
Energy above the lowest of the compared OMol25 structures with the same formula, charge and spin   29.8 kcal per mole
HOMO level   -6.2 eV

CARTESIAN COORDINATES (ANGSTROEM)
O  0.76  1.95  1.96
H  0.70  0.41  0.51
H  0.69  -3.30  -1.39
O  -2.70  2.06  1.96
H  1.25  2.93  -0.53
O  -1.49  -1.64  -0.50
H  -1.71  -1.12  -1.28
H  -1.00  -1.17  0.20
O  1.13  1.97  -0.52
H  0.20  1.29  -1.82
H  -0.77  -3.14  -1.65
O  0.07  -3.19  -2.12
H  0.68  2.85  1.63
H  -1.31  -3.02  2.37
O  -0.16  0.52  -2.33
H  -2.43  -2.60  1.27
H  -3.02  1.49  1.25
O  0.75  -0.56  0.46
H  0.90  -0.70  -0.49
H  -1.75  1.83  1.99
O  3.66  1.09  -0.56
H  3.78  1.57  0.26
H  2.68  1.08  -0.71
O  -2.20  -2.72  2.20
H  0.45  0.44  -3.07
H  0.87  1.70  0.93

***

[3]
A molecular structure, H18IO9, computed with the ωB97M-V functional and the def2-TZVPD basis.

Values from the calculation:
Total charge   -1
Energy above the lowest of the compared OMol25 structures with the same formula, charge and spin   205.3 kcal per mole
HOMO level   -5.0 eV

CARTESIAN COORDINATES (ANGSTROEM)
I  -0.11  -0.02  -0.29
O  -0.26  1.77  -3.26
H  -0.12  1.43  -2.43
H  -0.87  2.39  -2.90
O  -2.35  -2.44  -2.05
H  -2.34  -1.98  -2.83
H  -2.27  -1.69  -1.38
O  2.39  1.81  -0.38
H  1.50  1.70  -0.83
H  2.63  2.69  -0.37
O  3.21  0.05  0.07
H  2.83  1.08  -0.18
H  2.53  -0.47  -0.32
O  1.31  1.40  2.27
H  1.64  1.07  1.45
H  1.91  1.05  3.03
O  1.17  -2.83  -0.90
H  0.96  -3.72  -0.83
H  0.41  -2.16  -1.03
O  -0.11  -1.37  2.50
H  -0.61  -2.19  2.39
H  -0.09  -0.90  1.68
O  -1.32  0.78  1.86
H  -1.52  0.47  1.01
H  -0.44  0.90  1.88
O  -3.25  0.13  0.78
H  -2.69  0.61  0.31
H  -4.14  0.48  0.75

***

[4]
A molecular structure, H18NO12Zn, computed with the ωB97M-V functional and the def2-TZVPD basis.

Values from the calculation:
Total charge   +1
Energy above the lowest of the compared OMol25 structures with the same formula, charge and spin   197.7 kcal per mole
HOMO level   -13.0 eV

CARTESIAN COORDINATES (ANGSTROEM)
Zn  -15.67  10.06  12.17
N  -20.43  10.10  13.03
O  -20.61  9.98  14.24
O  -21.29  10.51  12.27
O  -19.29  9.89  12.62
O  -24.78  13.36  10.54
H  -25.40  12.92  9.96
H  -24.06  12.73  10.65
O  -15.39  9.59  15.30
H  -14.91  8.81  15.59
H  -15.53  10.09  16.11
O  -21.86  8.52  8.19
H  -21.91  7.67  8.62
H  -22.14  9.14  8.86
O  -18.03  7.06  17.83
H  -17.61  7.59  18.50
H  -18.42  7.69  17.22
O  -22.88  6.56  14.81
H  -22.64  7.45  15.06
H  -22.17  6.26  14.25
O  -23.23  12.93  15.92
H  -22.57  12.48  15.39
H  -24.07  12.66  15.53
O  -25.00  8.15  11.97
H  -25.19  7.34  12.45
H  -24.06  8.28  12.08
O  -16.00  13.20  12.22
H  -16.68  13.75  12.60
H  -15.32  13.81  11.92
O  -26.17  11.63  13.75
H  -26.42  12.43  13.28
H  -25.97  11.01  13.05

***

[5]
A molecular structure, H18O19S2V, computed with the ωB97M-V functional and the def2-TZVPD basis.

Values from the calculation:
Total charge   -3
HOMO level   1.2 eV

CARTESIAN COORDINATES (ANGSTROEM)
O  -1.61  -0.41  1.02
V  -0.68  -0.44  -0.34
O  -1.03  0.63  -1.47
S  4.53  0.82  1.36
O  5.35  0.80  0.16
O  5.07  1.78  2.24
O  3.07  1.04  1.07
O  4.63  -0.47  2.03
S  3.11  -4.47  -1.53
O  4.48  -4.09  -1.89
O  2.33  -3.31  -1.89
O  2.78  -5.58  -2.40
O  2.92  -4.78  -0.14
O  -3.78  -3.62  6.30
H  -3.91  -3.75  5.36
H  -4.59  -3.94  6.70
O  0.31  4.63  0.90
H  1.08  4.06  0.82
H  0.23  4.80  1.84
O  0.84  1.64  5.24
H  0.45  2.49  5.43
H  1.09  1.69  4.32
O  2.61  -0.37  -5.58
H  2.42  -1.01  -4.89
H  1.88  -0.46  -6.19
O  0.04  4.05  -6.21
H  0.22  4.85  -5.70
H  0.59  3.38  -5.80
O  1.08  -3.09  5.31
H  0.19  -3.36  5.57
H  1.07  -2.14  5.38
O  -6.23  1.74  -3.17
H  -5.30  1.96  -3.23
H  -6.41  1.73  -2.23
O  -2.65  -4.06  -1.28
H  -3.30  -4.47  -1.85
H  -2.31  -4.79  -0.75
O  -3.82  5.30  -1.36
H  -2.91  5.30  -1.05
H  -3.82  5.92  -2.09

***

[6]
9 unconnected molecules or ions with the total composition H18O9, computed with the ωB97M-V functional and the def2-TZVPD basis.

Values from the calculation:
Total charge   -1
Energy above the lowest of the compared OMol25 structures with the same formula, charge and spin   7.3 kcal per mole
<S²>   0.750
HOMO level (spin up / spin down)   0.4 / -7.6 eV
2S+1   2

CARTESIAN COORDINATES (ANGSTROEM)
O  -4.99  -2.91  20.74
H  -5.49  -2.12  20.56
H  -4.72  -3.22  19.88
O  -2.48  -7.42  15.64
H  -2.20  -6.93  16.42
H  -2.56  -6.76  14.96
O  -0.76  -7.47  20.90
H  -1.30  -6.71  20.70
H  -1.26  -8.22  20.57
O  -2.49  -5.46  19.57
H  -2.27  -4.74  20.15
H  -1.83  -5.42  18.88
O  -4.28  -6.90  18.11
H  -4.54  -6.22  17.49
H  -3.96  -6.42  18.88
O  -1.96  -3.32  21.29
H  -2.47  -2.51  21.32
H  -1.43  -3.30  22.08
O  -0.38  -5.43  17.44
H  -0.10  -4.69  16.89
H  0.39  -6.00  17.49
O  -2.73  -8.88  19.33
H  -3.31  -8.24  18.91
H  -3.29  -9.63  19.53
O  -1.01  -1.92  18.92
H  -1.20  -2.45  19.69
H  -0.26  -1.39  19.17

***

Q: Among the records above, which one has the lowest total charge?
A: H18O19S2V

***

Q: Among the records above, which one has the lowest total charge?
A: H18O19S2V